[1]
A cluster of 3 separate species, C23H30F4N5O11SSi in total in a non-equilibrium geometry. Source: the Open Molecules 2025 dataset; level of theory: ωB97M-V/def2-TZVPD.

As for the charge: +1. The orbital gap is 0.2877 hartree.

```
75
Properties=species:S:1:pos:R:3:forces:R:3:lowdin_charge:R:1
C 0.74856 -1.19947 1.19118 -1.147 -0.262 -0.296 -0.167
Si 0.91875 0.43921 2.05120 2.694 -1.020 0.606 0.545
C 2.42015 1.25933 1.23844 -1.204 0.488 0.225 -0.140
C 1.34747 0.05820 3.85098 -0.387 0.507 -0.713 -0.148
N -0.42654 1.66670 2.04877 -1.128 0.672 0.578 -0.094
C -1.71145 1.66612 1.59517 0.924 -1.671 -0.119 -0.303
N -2.55199 2.66013 1.62592 -0.850 1.428 0.067 0.235
C -3.69372 2.26665 1.05912 1.597 -0.707 0.304 -0.070
C -4.89821 3.18292 0.89294 0.713 1.093 0.545 -0.556
F -5.43336 3.10811 -0.32048 -0.215 -0.387 0.258 0.191
F -5.78206 2.92762 1.85432 -0.219 -0.238 -0.486 0.184
F -4.45271 4.43014 1.06735 -0.185 -0.314 -0.100 0.187
N -3.56962 1.00439 0.69587 -2.033 0.283 -1.091 0.061
C -4.58151 0.14350 0.07412 -0.346 -1.342 0.135 -0.063
C -5.21962 -0.83919 1.09985 -0.372 1.068 -0.105 -0.144
C -6.70850 -0.49268 1.29074 0.069 -0.342 -0.026 -0.209
C -7.30538 -1.07574 2.57434 0.134 0.014 -0.338 -0.203
C -7.21965 -0.14446 3.77917 -0.702 -0.071 -0.086 -0.274
N -7.85122 1.15851 3.51945 0.607 -0.089 -0.209 0.001
N -2.32812 0.58616 1.02877 -0.545 0.424 -0.383 0.000
O -2.04979 -0.70373 0.75790 0.284 0.068 0.435 0.115
S -0.01135 3.15043 2.76657 1.904 0.523 -1.022 0.574
O 1.23103 2.98885 3.41027 0.023 -0.795 0.542 -0.215
O -0.10391 4.16023 1.79535 -0.976 0.375 -0.220 -0.186
F -1.07201 3.31395 3.85336 -0.557 -0.158 0.117 -0.072
H 1.73687 -1.66611 1.21430 0.027 0.342 0.109 0.020
H 0.06958 -1.89288 1.68951 -0.035 0.057 0.093 0.044
H 0.45744 -1.18543 0.13701 0.185 0.107 -0.085 0.034
H 3.14548 1.50361 2.01040 0.231 -0.148 -0.093 0.043
H 2.82555 0.64773 0.43846 0.164 -0.058 0.022 0.031
H 2.10164 2.21943 0.82479 0.221 0.037 -0.218 0.034
H 2.14641 0.74523 4.11629 -0.029 0.030 0.256 0.030
H 0.48686 0.24991 4.48961 0.089 -0.178 0.297 0.036
H 1.71239 -0.95899 3.96649 -0.160 -0.135 0.005 0.044
H -5.37340 0.75650 -0.33675 0.200 0.531 0.058 0.123
H -4.15952 -0.38416 -0.77631 0.377 0.062 0.029 0.133
H -5.13928 -1.86410 0.75494 0.346 -0.125 0.182 0.120
H -4.70503 -0.67771 2.04860 0.103 -0.439 0.079 0.114
H -6.84246 0.58898 1.27522 -0.143 0.059 0.121 0.086
H -7.26126 -0.90139 0.44316 0.023 0.139 -0.139 0.120
H -6.79537 -2.01845 2.79059 -0.050 -0.052 0.168 0.113
H -8.34736 -1.33632 2.39383 -0.099 0.080 0.040 0.112
H -7.75652 -0.62979 4.59618 0.421 -0.188 0.236 0.109
H -6.17775 0.00436 4.06210 0.047 0.026 0.126 0.106
H -8.78585 1.19842 3.89640 -0.054 0.027 0.029 0.072
H -7.29934 1.87529 3.96693 -0.237 0.215 0.047 0.059
H -1.56910 -0.73840 -0.08696 0.104 0.079 0.014 0.143
C 6.84289 -1.08519 -0.32924 0.090 -0.016 -0.130 0.086
C 5.72414 -1.20906 0.39375 0.321 0.219 0.064 -0.232
C 4.63399 -2.16525 0.00412 -0.042 -0.331 -0.378 -0.297
O 3.64331 -2.23955 0.71724 0.217 0.235 0.182 0.064
C 4.80317 -2.94914 -1.20006 -0.194 -0.037 0.155 0.070
C 5.92007 -2.82631 -1.93033 -0.334 -0.252 -0.067 -0.233
C 7.02467 -1.88894 -1.53132 0.129 0.341 0.352 -0.307
O 8.01626 -1.83860 -2.22845 -0.063 -0.163 -0.228 0.130
O 6.12245 -3.51622 -3.04468 0.205 0.230 0.051 0.121
O 5.50408 -0.49906 1.49936 -0.214 -0.149 -0.065 0.108
H 7.63524 -0.40188 -0.05833 -0.004 -0.005 0.027 0.141
H 4.00260 -3.61951 -1.47797 0.013 0.002 -0.044 0.138
H 7.00141 -3.24638 -3.37581 0.038 -0.047 -0.051 0.129
H 4.63255 -0.78130 1.82952 -0.011 -0.028 0.071 0.104
C 4.67488 -0.64458 -6.70338 0.008 0.169 -0.049 0.082
C 4.26290 -1.55823 -5.81436 0.247 -0.060 -0.344 -0.237
C 3.42478 -1.18185 -4.62582 -0.164 0.385 0.174 -0.317
O 3.06777 -2.06521 -3.86671 0.068 -0.216 -0.033 0.091
C 3.08635 0.21813 -4.43711 -0.019 -0.208 0.083 0.066
C 3.50101 1.13363 -5.32361 -0.235 0.085 0.373 -0.237
C 4.31616 0.75420 -6.52868 0.247 -0.441 -0.253 -0.313
O 4.64099 1.63462 -7.29886 -0.114 0.263 0.127 0.123
O 3.22299 2.42399 -5.20118 0.150 -0.061 -0.245 0.120
O 4.56580 -2.84731 -5.92301 -0.197 0.080 0.238 0.117
H 5.27608 -0.90373 -7.56325 -0.007 -0.027 0.002 0.140
H 2.49821 0.47926 -3.56877 -0.001 0.034 -0.009 0.127
H 3.63643 2.86219 -5.97069 0.002 0.057 -0.025 0.125
H 4.15359 -3.29028 -5.15778 0.053 -0.073 0.027 0.115
```
Positions in Å, forces in eV/Å.



[2]
A structure of composition C23H30F5O6ReTe in a non-equilibrium geometry. Source: the Open Molecules 2025 dataset; level of theory: ωB97M-V/def2-TZVPD.

The calculation puts the relative energy (zero: lowest compared OMol25 entry of this formula, charge and spin) at 25.0 kcal per mole. As for the charge: -1. Its expectation value of S² is 3.776. As for the spin multiplicity: 4. The orbital gap (alpha / beta) is 0.1932 / 0.1870 hartree.

```
66
Properties=species:S:1:pos:R:3:forces:R:3:lowdin_charge:R:1
C 3.52227 0.26938 -1.09560 0.053 -0.019 0.041 -0.235
C 2.95227 -0.30160 0.23522 0.098 0.042 -0.046 -0.054
C 2.42266 -0.01208 -2.15118 0.088 0.122 -0.042 -0.055
C 1.61772 -1.17201 -1.58319 0.115 -0.292 0.261 -0.243
H 2.86081 -0.22698 -3.11866 0.046 -0.049 -0.112 0.134
H 1.79170 0.86847 -2.25831 -0.091 0.126 0.014 0.124
C 1.55384 -0.83870 -0.07468 -0.055 -0.018 -0.072 -0.212
H 2.92921 0.46970 1.00176 -0.003 0.083 0.055 0.112
H 3.58867 -1.10637 0.59724 0.099 -0.095 0.001 0.133
C 0.48798 0.19126 0.26255 -0.351 0.279 0.751 -0.259
H 1.34301 -1.73801 0.50437 -0.054 -0.032 0.059 0.146
H 2.25073 -2.06536 -1.65928 0.012 0.008 -0.064 0.153
C 0.31243 -1.47307 -2.22241 0.173 -0.099 -0.203 -0.263
C 3.70941 1.77285 -1.05796 -0.087 0.358 0.212 -0.473
C 4.80577 -0.48301 -1.47211 0.125 -0.304 -0.374 -0.417
O 4.85890 -1.28203 -2.37260 -0.038 0.443 0.490 0.138
O 3.20122 2.53052 -0.26284 0.330 -0.348 -0.461 0.126
O 4.46599 2.17620 -2.09818 -0.084 0.121 0.172 -0.024
O 5.91409 -0.32362 -0.70770 -0.083 0.065 0.019 -0.008
C 6.03129 0.67098 0.31423 -0.070 -0.132 -0.177 -0.030
H 5.17397 0.69256 0.97981 -0.111 -0.016 0.030 0.087
H 6.18626 1.65530 -0.12268 -0.003 0.070 -0.056 0.094
H 6.91266 0.39580 0.88407 0.040 -0.022 0.021 0.098
C 4.63112 3.59770 -2.24195 -0.066 -0.206 0.051 -0.025
H 3.66888 4.07762 -2.39991 -0.062 -0.002 0.004 0.098
H 5.26936 3.72985 -3.10753 0.033 -0.004 -0.050 0.093
H 5.09678 4.02077 -1.35542 0.020 -0.001 0.073 0.093
O -0.76901 -0.38846 0.39119 2.632 -1.208 -2.877 -0.396
H 0.47588 0.98731 -0.49105 -0.052 0.120 -0.049 0.116
H 0.77327 0.67234 1.20656 0.073 0.106 0.140 0.113
C -0.05539 -2.89542 -2.40733 -0.118 -0.097 -0.004 -0.062
C -0.50066 -0.41598 -2.86447 -0.044 0.192 -0.008 -0.050
H 0.02832 0.06706 -3.69579 0.011 0.010 -0.104 0.082
H -0.76823 0.38200 -2.16757 -0.050 0.053 0.072 0.061
H -1.43389 -0.81635 -3.24817 -0.112 -0.057 -0.047 0.087
H -1.13087 -3.03838 -2.32376 -0.150 -0.045 0.011 0.084
H 0.43185 -3.54149 -1.67709 0.034 -0.038 0.076 0.075
H 0.24079 -3.26316 -3.40053 -0.002 -0.041 -0.062 0.085
Re -2.34393 -0.18382 1.31741 -4.568 -1.404 -0.705 1.649
C -3.34482 -1.90474 2.73692 -0.213 0.038 -0.379 -0.162
C -2.12565 -2.42545 2.23610 -0.146 0.155 -0.674 -0.138
C -1.07894 -1.67378 2.78165 0.327 0.546 -0.215 -0.165
H -2.03123 -3.22070 1.51854 -0.044 -0.067 -0.071 0.124
C -1.63663 -0.65293 3.57003 -0.011 0.135 0.997 -0.195
C -3.04646 -0.82439 3.56733 0.232 0.307 0.815 -0.180
H -3.76182 -0.20926 4.08396 -0.131 -0.027 -0.074 0.113
H -4.32793 -2.25100 2.47394 0.013 -0.137 0.074 0.068
H -0.03409 -1.79117 2.55491 0.100 0.006 -0.028 0.107
H -1.08743 0.10155 4.10734 0.062 0.013 0.067 0.107
C -3.59938 1.67809 0.34129 0.406 0.096 -0.637 -0.152
C -3.92076 1.58586 1.71175 -0.094 -0.009 0.795 -0.176
C -2.76060 1.90067 2.44544 -0.331 1.168 0.555 -0.205
H -4.88001 1.31148 2.11611 -0.092 -0.011 -0.038 0.090
C -1.71717 2.14188 1.53316 0.496 -0.483 0.850 -0.174
C -2.24795 2.02284 0.23141 -0.314 -0.391 -0.464 -0.145
H -1.69507 2.11057 -0.68742 0.045 -0.039 -0.088 0.108
H -4.26211 1.45760 -0.47411 -0.103 -0.032 0.043 0.104
H -2.67977 1.94223 3.51633 -0.001 -0.014 0.074 0.107
H -0.69655 2.37554 1.78469 0.068 0.085 0.009 0.108
F -6.22757 -1.40534 -1.39465 -0.255 -0.055 -0.127 -0.567
Te -5.89580 -1.03751 0.54227 -2.346 -0.741 -1.086 1.988
F -7.85524 -1.12976 0.97279 0.748 -0.166 -0.418 -0.537
F -5.78362 -0.64759 2.51490 0.037 0.398 1.435 -0.561
F -6.27310 0.89646 0.17668 -0.272 0.937 -0.155 -0.554
F -5.76116 -3.01311 0.87356 -0.069 -0.589 0.306 -0.566
O -3.77628 -0.99983 0.10858 4.158 1.211 1.393 -0.723
```
Positions in Å, forces in eV/Å.



[3]
A structure of composition C23H30FGaN5O. Source: the Open Molecules 2025 dataset; level of theory: ωB97M-V/def2-TZVPD.

As for the charge: -1. The orbital gap is 0.2548 hartree.

```
61
Properties=species:S:1:pos:R:3:forces:R:3:lowdin_charge:R:1
N 0.84134 0.18444 -4.27801 0.110 0.022 -0.045 -0.008
C -0.43686 0.41784 -4.96079 -0.101 0.002 0.012 -0.268
C -1.59195 -0.15885 -4.14928 0.151 -0.013 0.057 -0.492
O -1.60343 0.44769 -2.83843 0.352 -0.045 -0.056 -0.123
C -2.93274 0.02179 -4.83244 -0.002 -0.047 -0.035 -0.248
Ga -3.56897 1.95200 -4.89139 0.061 0.108 -0.077 0.288
F -5.01144 2.05609 -3.75034 -0.038 -0.010 0.048 -0.460
H 1.61549 0.44930 -4.87522 -0.035 0.042 0.011 0.051
H 0.89465 0.77303 -3.45434 -0.063 -0.049 0.017 0.051
H -0.40588 -0.07933 -5.93466 -0.021 -0.031 0.064 0.115
H -0.65282 1.48010 -5.14175 0.070 -0.039 -0.009 0.086
H -1.32333 -1.20574 -3.94525 -0.180 0.011 0.009 0.130
H -1.68998 1.40065 -2.98748 -0.320 0.070 -0.017 0.027
H -3.69921 -0.53207 -4.28222 0.021 0.013 -0.051 0.017
H -2.89715 -0.41533 -5.83854 0.022 0.037 0.033 0.046
H -4.05115 2.45902 -6.33832 0.013 -0.009 0.043 -0.112
H -2.43273 2.93277 -4.23238 -0.029 -0.054 0.020 -0.072
N 1.03283 -1.35389 0.54794 0.028 0.001 0.002 0.041
C 0.54537 -1.65630 1.75071 -0.044 -0.008 0.001 -0.172
C -0.80851 -1.74902 2.02849 0.011 -0.010 -0.006 -0.086
C -1.70988 -1.51546 0.99894 0.011 0.003 -0.006 -0.075
C -1.22094 -1.19580 -0.25493 0.025 -0.026 -0.030 -0.050
C 0.15644 -1.12549 -0.42982 -0.057 -0.018 0.015 -0.122
H 1.27585 -1.83314 2.53487 0.010 0.005 -0.008 0.096
H -1.14227 -1.99654 3.02778 -0.003 0.001 -0.003 0.094
H -2.77705 -1.57334 1.17509 0.004 0.001 0.008 0.093
H -1.85949 -0.97587 -1.09865 -0.025 0.045 0.032 0.079
H 0.55432 -0.87167 -1.40629 0.018 -0.008 0.011 0.098
N -5.76276 -1.70688 -3.22409 -0.026 -0.039 -0.158 0.079
C -6.85947 -2.44662 -3.33729 0.002 -0.035 0.156 -0.151
C -7.40935 -3.16157 -2.28130 -0.015 0.009 0.001 -0.088
C -6.78369 -3.09708 -1.04562 0.012 0.013 -0.017 -0.096
C -5.64279 -2.32108 -0.91877 -0.005 -0.014 -0.005 -0.072
C -5.17127 -1.64482 -2.03689 0.018 0.061 0.009 -0.129
H -7.32569 -2.46597 -4.31684 0.015 -0.009 -0.009 0.102
H -8.30660 -3.74887 -2.42788 0.003 -0.001 0.005 0.092
H -7.18089 -3.63934 -0.19627 0.000 -0.001 0.000 0.097
H -5.12328 -2.23718 0.02681 -0.007 0.002 0.000 0.087
H -4.28727 -1.01621 -1.98328 -0.005 0.008 -0.007 0.101
N 5.55224 1.73725 0.11491 0.008 0.024 -0.018 0.046
C 4.52464 0.89485 0.02568 -0.007 -0.025 0.021 -0.148
C 4.09044 0.08732 1.07034 0.029 0.007 0.036 -0.060
C 4.76717 0.16450 2.27685 -0.013 0.005 0.010 -0.097
C 5.83539 1.04203 2.38856 0.045 -0.005 0.018 -0.099
C 6.18752 1.80146 1.28370 -0.040 -0.027 0.016 -0.169
H 4.01453 0.85984 -0.93077 0.008 0.011 -0.004 0.103
H 3.23797 -0.56668 0.93163 0.002 0.015 -0.050 0.068
H 4.46886 -0.43554 3.12861 0.001 -0.001 -0.003 0.097
H 6.37985 1.13686 3.31929 0.009 -0.005 -0.007 0.092
H 7.01729 2.49865 1.34070 0.005 -0.004 -0.016 0.096
N 4.73504 0.75342 5.82696 0.023 -0.023 -0.032 0.060
C 4.14625 1.85450 5.36570 -0.039 0.025 0.008 -0.151
C 3.85726 2.95791 6.15661 0.004 -0.009 0.008 -0.066
C 4.19459 2.91553 7.49909 0.008 -0.010 -0.009 -0.084
C 4.80694 1.77396 7.99225 0.003 -0.005 0.005 -0.080
C 5.05517 0.72553 7.11855 -0.015 0.035 0.011 -0.157
H 3.89394 1.85583 4.31148 0.000 0.009 0.000 0.094
H 3.37928 3.82475 5.72112 -0.005 -0.004 0.005 0.103
H 3.98482 3.75534 8.14919 0.000 -0.001 0.000 0.103
H 5.08938 1.69178 9.03325 -0.001 0.002 -0.003 0.098
H 5.53399 -0.18035 7.47437 -0.001 -0.005 -0.012 0.101
```
Positions in Å, forces in eV/Å.



Number 1: electronic energy -3082.70918 Eh. Number 2: electronic energy -2191.41135 Eh. Number 3: electronic energy -3268.12660 Eh.